One molecule with the formula C5H9NO2, computed with ωB97M-V/def2-TZVPD.

```
17
Properties=species:S:1:pos:R:3:forces:R:3
C 2.091888 0.546524 -1.480662 3.421 -3.297 -2.352
N 0.875627 -0.313723 -1.578188 0.236 0.781 -1.175
C -0.065131 -0.649411 -0.659498 -0.409 0.042 -0.260
O -1.072770 -1.315352 -0.927572 1.302 0.591 -0.152
C 0.142667 -0.210430 0.744359 -1.552 0.267 1.287
C -1.142532 0.506388 1.253931 0.193 0.862 -1.268
C -2.250134 -0.431763 1.431241 -3.498 3.931 1.780
O -3.289652 0.092657 1.843086 0.466 -1.080 -0.599
H 2.898990 -0.135662 -0.968709 -1.342 1.886 -0.343
H 2.699665 0.733455 -2.550078 -2.294 -0.997 2.244
H 2.078725 1.558680 -1.170952 -0.863 0.652 1.136
H 0.679971 -0.751231 -2.473136 0.154 0.345 0.076
H 0.373421 -1.143643 1.300931 -0.311 0.646 0.035
H 0.840699 0.525187 0.996828 2.067 0.653 -0.460
H -1.086043 1.017752 2.226843 0.703 -0.480 -0.068
H -1.529664 1.429206 0.618341 0.977 -2.160 0.657
H -2.245727 -1.458642 1.393233 0.750 -2.643 -0.539
```
Forces are in eV/Å.

Values from the calculation:
LUMO energy	0.6	eV
frontier orbital gap	9.968	eV
SMILES	CNC(=O)CCC=O
strongest force on any atom	5.6	eV Å⁻¹
E	-401.09488	Eh
HOMO energy	-9.4	eV

***

A 2-piece molecular cluster, C5H9NO2 overall, computed with ωB97M-V/def2-TZVPD.

```
17
Properties=species:S:1:pos:R:3:forces:R:3
C 1.373243 2.410356 1.365154 -0.368 -0.414 0.961
N 0.104032 2.756785 1.266388 -1.341 -0.015 0.434
C 0.904466 -0.662559 -1.080138 0.179 -1.365 -3.012
C -0.042926 -0.583707 0.068415 -2.455 1.014 1.064
C -1.455291 -1.096147 -0.104687 1.452 2.494 0.837
C -1.847190 -2.278894 -0.758273 -0.016 -3.384 -3.495
O -1.107693 -2.974501 -1.493131 0.114 1.310 1.639
O 1.723383 1.227489 1.581083 0.570 0.862 -0.692
H 2.066469 3.277834 1.292424 0.520 -0.515 0.079
H -0.147116 3.642544 1.738159 0.598 -0.274 -0.851
H 1.085148 -1.687419 -1.511857 0.111 0.675 1.182
H 0.351815 -0.268394 -1.976810 1.013 0.610 0.751
H 1.865615 -0.186583 -0.794934 -0.804 0.015 -0.413
H -0.188405 0.501740 0.310374 0.428 -1.112 0.269
H 0.494063 -1.082531 0.914317 -0.566 0.190 0.050
H -2.302164 -0.385888 0.130461 1.058 -0.891 0.018
H -2.877449 -2.610124 -0.946947 -0.493 0.800 1.178
```
Forces are in eV/Å.

Values from the calculation:
LUMO energy	-4.5	eV
frontier orbital gap	3.054	eV
strongest force on any atom	4.9	eV Å⁻¹
E	-400.89380	Eh
HOMO energy	-7.6	eV

***

C5H9NO2 as an isolated structure, computed with ωB97M-V/def2-TZVPD.

```
17
Properties=species:S:1:pos:R:3:forces:R:3
C 0.706667 -1.746951 -1.042380 0.612 0.390 -0.288
C 0.772189 -0.854106 0.180448 -2.205 -0.840 2.154
O 1.695707 0.767021 -0.248670 -1.199 0.988 -0.373
O 1.257364 -1.255832 1.253063 0.205 0.153 -1.144
H 2.280883 0.537840 0.489113 -0.303 0.623 0.312
H 0.172640 -1.287367 -1.875217 0.085 0.065 0.047
H 0.209248 -2.683412 -0.778081 0.050 0.154 0.152
H 1.728447 -1.973934 -1.350623 -0.081 -0.086 -0.052
C -1.822048 -0.358678 0.533600 -0.004 0.029 0.062
N -0.171212 2.631698 0.147793 -0.124 1.317 0.267
C 0.037910 1.334398 0.158320 2.616 -2.188 -0.330
C -0.434380 0.132853 0.332823 0.459 -0.410 -0.844
H 0.285764 3.172319 -0.578556 -0.267 -0.162 0.107
H -0.223065 3.095064 1.048330 0.245 -0.010 -0.203
H -1.795289 -1.120703 1.317304 -0.189 0.120 0.012
H -2.513627 0.444646 0.793562 0.049 -0.125 0.075
H -2.187199 -0.834857 -0.380830 0.051 -0.017 0.046
```
Forces are in eV/Å.

Values from the calculation:
LUMO energy	0.6	eV
frontier orbital gap	9.287	eV
strongest force on any atom	3.4	eV Å⁻¹
E	-401.05073	Eh
HOMO energy	-8.7	eV

***

One molecule with the formula C5H9NO2, computed with ωB97M-V/def2-TZVPD.

```
17
Properties=species:S:1:pos:R:3:forces:R:3
O 2.406545 1.611050 0.219894 -0.618 -0.071 0.265
C 1.321815 1.269139 -0.220098 0.976 1.078 1.488
C -0.040521 1.302018 0.384550 -0.408 2.735 0.007
C -1.012253 0.413843 -0.350601 -0.409 -0.367 1.063
C -0.869778 -1.004726 0.214409 -0.085 0.256 1.485
C 0.542423 -1.505562 0.279201 2.289 -1.474 -0.423
N 1.526912 -0.860808 -0.234932 -1.281 -0.376 0.139
O 2.768337 -1.392570 0.017343 2.217 1.316 -1.620
H 1.119013 1.203220 -1.230635 0.371 -0.117 -3.023
H -0.312440 2.395369 0.122820 0.260 -1.329 0.544
H -0.047775 1.238276 1.459264 -0.090 -0.232 0.492
H -0.696046 0.454328 -1.418939 -0.981 -0.093 0.497
H -2.090103 0.701034 -0.087809 1.497 -0.080 -1.096
H -1.558752 -1.638721 -0.354234 0.307 -0.432 0.465
H -1.164898 -0.962934 1.342205 -0.008 -0.247 -1.912
H 0.884613 -2.479528 0.758767 -1.075 1.053 -0.224
H 3.494256 -0.807619 -0.513025 -2.962 -1.620 1.854
```
Forces are in eV/Å.

Values from the calculation:
LUMO energy	0.9	eV
frontier orbital gap	9.931	eV
SMILES	O=CCCC/C=N/O
strongest force on any atom	3.9	eV Å⁻¹
E	-401.03400	Eh
HOMO energy	-9.0	eV

***

One molecule with the formula C5H9NO2, computed with ωB97M-V/def2-TZVPD.

```
17
Properties=species:S:1:pos:R:3:forces:R:3
O 1.390302 -0.429736 2.761942 0.501 -0.826 0.139
C 0.836473 0.291786 1.989585 -1.613 -2.053 -0.414
O 0.777708 1.566776 2.158242 0.078 2.967 -1.088
C -0.109464 -0.198015 0.829716 0.081 -0.603 0.849
C 0.502334 -1.205987 -0.131532 -0.758 -0.129 -0.121
C -0.070430 -0.771937 -1.523347 0.816 -0.879 -0.356
C -0.618368 0.635671 -1.385618 -2.354 0.597 -0.366
N -0.508286 0.914565 0.027188 1.875 0.631 -0.561
H 0.446819 1.940097 1.276947 0.285 -0.422 1.035
H -1.023342 -0.672814 1.293850 0.990 0.358 0.009
H 1.566347 -1.161716 -0.224219 0.757 0.210 0.470
H 0.249105 -2.201399 0.295266 0.130 0.406 -1.036
H -0.954986 -1.336692 -1.743151 -0.011 -0.924 -0.541
H 0.742981 -0.890341 -2.298840 -1.247 0.097 0.634
H -0.209564 1.417010 -2.004215 0.990 0.135 -0.088
H -1.742316 0.743886 -1.713953 1.705 -0.762 0.612
H -1.275310 1.358848 0.392140 -2.226 1.198 0.826
```
Forces are in eV/Å.

Values from the calculation:
LUMO energy	0.6	eV
frontier orbital gap	9.832	eV
SMILES	O=C(O)[C@@H]1CCCN1
strongest force on any atom	3.2	eV Å⁻¹
E	-401.14036	Eh
HOMO energy	-9.2	eV

***

C5H9NO2 as an isolated structure, computed with ωB97M-V/def2-TZVPD.

```
17
Properties=species:S:1:pos:R:3:forces:R:3
C -1.108194 -0.384782 0.356234 -4.548 0.743 3.988
C -1.212133 1.184913 0.232238 -0.858 2.523 0.941
C 0.727570 0.561624 -0.501718 0.306 -4.106 -1.136
C 2.065421 -0.100972 -0.151746 -0.139 -0.856 0.623
C 0.242926 -0.453916 0.542445 4.288 4.658 1.276
H -1.623966 -2.055254 -0.578501 1.142 -2.904 0.451
H -1.615826 -0.476005 1.293786 -0.712 -0.709 1.050
H -1.842282 1.235232 -0.617132 -1.363 0.904 -0.637
H -1.553462 1.812396 1.209800 0.182 -1.993 -2.450
H 0.405726 2.524085 -0.812206 -2.050 -1.422 1.523
H 0.201137 -0.131266 -1.313077 1.595 2.219 -0.193
H 2.827050 -0.256369 -0.979520 -0.740 -0.200 1.460
H 2.418884 0.275986 0.911791 -0.191 -0.684 -2.363
H 0.561257 0.266419 1.417288 -0.933 -1.989 -0.007
N 0.130972 1.745570 -0.114353 1.611 1.445 -1.295
O -1.775694 -1.159167 -0.541762 -1.561 3.399 -2.499
O 1.152086 -1.372761 0.217203 3.970 -1.029 -0.730
```
Forces are in eV/Å.

Values from the calculation:
LUMO energy	1.0	eV
frontier orbital gap	9.588	eV
strongest force on any atom	6.5	eV Å⁻¹
E	-400.93076	Eh
HOMO energy	-8.6	eV

***

One molecule with the formula C5H9NO2, computed with ωB97M-V/def2-TZVPD.

```
17
Properties=species:S:1:pos:R:3:forces:R:3
C 0.192351 -1.794582 1.527082 -1.052 -1.886 6.742
C 0.189919 -1.696208 0.114768 0.677 -3.342 -4.988
O 0.322544 -2.792642 -0.509499 -0.379 2.144 1.273
N 0.056698 -0.593245 -0.658522 -0.488 3.036 -0.005
C 0.083943 0.806891 -0.123460 0.002 -0.924 0.066
C 1.318341 1.625472 -0.531812 2.768 -0.942 1.638
C -1.127482 1.714616 -0.391242 -0.163 1.668 1.623
O -1.377679 2.682823 0.350028 0.450 -2.797 -2.184
H -0.108233 -1.067408 2.309777 -1.219 0.698 -1.445
H 1.154279 -1.837143 2.128044 -0.126 -1.029 -1.845
H -0.480514 -2.786782 1.841930 2.121 2.540 -1.001
H -0.019802 -0.683101 -1.672792 0.250 -0.648 0.664
H 0.198396 0.553431 0.901781 -0.476 0.754 1.206
H 2.239709 1.572869 0.385055 -2.798 0.168 -2.991
H 1.681038 1.155510 -1.455410 0.450 0.245 0.305
H 1.104064 2.662463 -0.766499 -0.015 0.117 0.328
H -1.667181 1.524289 -1.358480 -0.001 0.198 0.614
```
Forces are in eV/Å.

Values from the calculation:
LUMO energy	0.3	eV
frontier orbital gap	9.944	eV
SMILES	CC(=O)N[C@@H](C)C=O
strongest force on any atom	7.1	eV Å⁻¹
E	-401.07303	Eh
HOMO energy	-9.7	eV

***

One molecule with the formula C5H9NO2, computed with ωB97M-V/def2-TZVPD.

```
17
Properties=species:S:1:pos:R:3:forces:R:3
C -2.504145 -0.810459 0.485184 -1.544 -2.608 2.974
C -1.569720 -0.720648 -0.625829 0.356 4.127 -1.211
C -0.892724 0.684984 -0.567442 4.391 -1.167 1.600
O -1.436015 1.736771 -0.466627 -1.132 0.258 -0.471
C 0.781400 0.897127 -0.362886 -4.385 2.121 -1.531
N 1.633011 0.002121 -0.071883 1.371 2.007 -1.112
C 2.983200 0.437480 0.292226 1.265 1.800 3.388
O 1.387229 -1.183665 0.024130 -0.321 -3.357 0.336
H -3.112270 0.074202 0.750736 0.135 -0.483 -0.844
H -1.954610 -1.027476 1.458334 -0.573 -0.020 -1.102
H -3.139340 -1.759568 0.233728 0.623 1.850 0.953
H -2.148613 -0.509382 -1.499434 -0.548 -0.600 -1.103
H -0.936068 -1.545126 -0.743311 1.095 -0.825 -0.128
H 0.978455 1.994420 -0.478292 0.344 -1.409 0.346
H 2.929699 0.088752 1.394941 0.831 0.656 -1.577
H 3.931655 0.044579 -0.151725 -1.552 -0.283 -0.261
H 3.068856 1.595881 0.328142 -0.356 -2.068 -0.256
```
Forces are in eV/Å.

Values from the calculation:
LUMO energy	0.4	eV
frontier orbital gap	9.496	eV
SMILES	CCC(=O)/C=[N+](/C)[O-]
strongest force on any atom	5.1	eV Å⁻¹
E	-401.00846	Eh
HOMO energy	-9.1	eV

***

One molecule with the formula C5H9NO2, computed with ωB97M-V/def2-TZVPD.

```
17
Properties=species:S:1:pos:R:3:forces:R:3
C 1.585649 0.821511 0.761779 -0.413 0.049 -0.067
C -1.359953 1.529687 0.076060 0.212 0.003 0.061
C -0.180422 -1.438297 -1.349066 0.046 0.137 -0.093
C 1.557000 -0.573845 0.401749 -0.276 -0.336 -0.642
C -0.018221 -0.776748 -0.002801 0.783 -0.101 0.228
O -0.123238 0.894770 -0.230992 0.180 -0.765 0.162
N -0.659194 -1.306345 1.019855 -0.742 0.510 -0.211
O 2.385972 -1.434416 0.259268 -0.298 0.455 0.213
H -0.837545 -0.682189 1.806571 0.483 -0.084 -0.005
H 1.140421 1.188877 1.674481 0.084 0.061 -0.027
H 2.231448 1.473385 0.186365 -0.068 0.052 0.134
H -2.095651 1.318762 -0.705078 0.080 -0.025 0.053
H -1.756355 1.194625 1.039954 -0.016 0.035 -0.035
H -1.179982 2.605180 0.102135 -0.043 -0.043 0.046
H -1.199850 -1.274794 -1.701589 0.018 -0.035 0.048
H 0.514918 -1.030976 -2.081967 0.001 0.036 0.044
H -0.004998 -2.509187 -1.256725 -0.032 0.050 0.090
```
Forces are in eV/Å.

Values from the calculation:
LUMO energy (spin up / spin down)	-0.5 / -1.1	eV
frontier orbital gap (spin up / spin down)	7.760 / 6.381	eV
strongest force on any atom	0.9	eV Å⁻¹
E	-400.96079	Eh
HOMO energy (spin up / spin down)	-8.3 / -7.5	eV

***

One molecule with the formula C5H9NO2, computed with ωB97M-V/def2-TZVPD.

```
17
Properties=species:S:1:pos:R:3:forces:R:3
C -0.725492 -1.562812 -0.997131 -0.536 0.144 -0.294
N -0.426899 -0.378047 -0.215174 1.453 0.627 0.532
C -1.186180 0.008721 0.960099 0.199 -0.106 0.138
C -0.749686 1.291871 0.363256 -0.195 -0.782 -0.874
C 0.626555 1.609511 0.610060 0.420 -0.817 -0.111
C 1.157771 -0.032242 0.100836 -0.452 1.104 0.512
O 1.742832 -0.724211 0.930505 -0.250 -0.155 -0.146
O 1.728510 0.157621 -1.171288 -0.397 -0.092 -0.033
H -0.118246 -1.536403 -1.899866 0.011 -0.016 0.046
H -1.779177 -1.561018 -1.281648 0.005 -0.107 0.004
H -0.501869 -2.470230 -0.426804 -0.018 0.147 0.014
H -2.240116 -0.238776 0.876529 0.000 0.019 -0.060
H -0.757627 -0.288073 1.917471 0.056 0.058 -0.023
H -1.395808 1.810025 -0.332120 -0.103 -0.011 0.107
H 0.901316 1.666006 1.659506 -0.008 0.045 -0.010
H 1.075047 2.367132 -0.022311 -0.046 0.032 0.088
H 2.649070 -0.119076 -1.071920 -0.140 -0.091 0.109
```
Forces are in eV/Å.

Values from the calculation:
LUMO energy (spin up / spin down)	0.5 / 0.5	eV
frontier orbital gap (spin up / spin down)	8.969 / 8.970	eV
SMILES	C[N@+]12C[C@H]1C[C@]2([O-])O
strongest force on any atom	1.7	eV Å⁻¹
E	-401.03801	Eh
HOMO energy (spin up / spin down)	-8.4 / -8.4	eV

***

One molecule with the formula C5H9NO2, computed with ωB97M-V/def2-TZVPD.

```
17
Properties=species:S:1:pos:R:3:forces:R:3
C 1.959925 -0.232463 -0.834706 3.023 0.949 -2.185
C 1.368549 -0.374386 0.522677 -1.212 1.127 -0.285
O 2.051473 -0.535322 1.496883 0.963 -0.565 0.907
N 0.017787 -0.134282 0.662279 -0.692 -1.044 -0.761
C -0.588659 -0.291052 1.978833 2.072 1.114 0.848
C -0.912279 -0.005506 -0.493595 1.762 1.600 2.225
C -1.591087 1.274245 -0.687846 -1.483 0.374 0.365
O -2.255117 0.058654 -0.230030 -0.314 -0.363 0.364
H 2.025892 0.817832 -1.281648 -1.227 -1.120 0.705
H 3.099400 -0.329500 -0.779554 -1.545 -0.608 0.446
H 1.642702 -0.944440 -1.623961 -0.159 0.473 0.576
H -1.300231 0.477585 2.061334 -1.406 0.622 0.259
H -0.970530 -1.251930 2.190886 -0.728 -1.123 -0.164
H 0.136608 -0.089180 2.814898 -0.287 -0.133 -1.244
H -0.603469 -0.497694 -1.364274 0.420 -1.032 -1.023
H -1.673071 2.105306 0.074127 0.604 -1.048 -1.069
H -1.930653 1.434007 -1.705071 0.212 0.777 0.037
```
Forces are in eV/Å.

Values from the calculation:
LUMO energy	0.8	eV
frontier orbital gap	10.043	eV
SMILES	CC(=O)N(C)[C@@H]1CO1
strongest force on any atom	3.8	eV Å⁻¹
E	-401.08849	Eh
HOMO energy	-9.2	eV

***

An isolated ion of composition C5H9NO2 and charge +1, computed with ωB97M-V/def2-TZVPD.

```
17
Properties=species:S:1:pos:R:3:forces:R:3
C -1.198502 1.894131 0.641573 -0.374 -0.521 0.736
C -1.369044 0.492969 1.162048 -1.033 0.173 -0.009
N -0.517702 -0.500691 0.619130 1.041 0.280 -1.219
C 1.458996 -1.642728 -0.197269 0.080 0.979 1.042
C 0.632496 -0.298732 -0.148790 0.062 -1.454 1.311
C 0.475555 0.048990 -1.743468 -0.029 -0.793 -0.264
O 1.437644 0.316958 -2.344745 -0.005 0.614 -0.063
O -2.259238 0.092570 1.859557 0.176 0.058 0.152
H -1.608078 1.874084 -0.365520 0.590 0.207 -0.456
H -0.176836 2.231831 0.781679 0.069 0.249 -0.550
H -1.873331 2.549277 1.178661 0.026 -0.005 0.344
H -0.763001 -1.464524 0.779535 -0.619 -0.234 0.257
H 1.858898 -1.973155 -1.143534 -0.221 0.150 -0.338
H 2.307784 -1.392489 0.443548 0.109 -0.433 -0.043
H 0.885957 -2.427263 0.290422 0.101 -0.195 -0.164
H 1.194374 0.484249 0.359137 0.175 0.552 -0.805
H -0.485973 -0.285479 -2.171964 -0.149 0.373 0.068
```
Forces are in eV/Å.

Values from the calculation:
expectation value of S²	0.76
LUMO energy (spin up / spin down)	-4.7 / -8.9	eV
frontier orbital gap (spin up / spin down)	10.838 / 6.485	eV
charge	+1
strongest force on any atom	2.0	eV Å⁻¹
E	-400.79754	Eh
HOMO energy (spin up / spin down)	-15.5 / -15.4	eV
spin multiplicity	2

***

> Among the records above, which one has the highest E?

number 12

***

> Which value of strongest force on any atom does entry 8 give?

5.1 eV Å⁻¹